No. 1
{
  "formula": "C2H5N2O2",
  "method": "ωB97M-V/def2-TZVPD",
  "e_tot_ha": -339.26470,
  "multiplicity": 1,
  "homo_energy_ha": -0.173,
  "gap_ev": 9.08,
  "relative_energy_kcal_mol": 6.87,
  "total_charge": -1,
  "max_force_ev_per_a": 1.99,
  "species": ["N", "C", "N", "H", "H", "H", "H", "O", "C", "O", "H"],
  "xyz": [[0.34442, -0.95159, 0.37995], [1.19933, -0.45424, 1.28016], [2.12636, -1.11452, 1.88609], [0.74629, -1.75771, -0.07640], [-0.12713, -0.30329, -0.28963], [1.20855, 0.63786, 1.42094], [2.70949, -0.48867, 2.42823], [-1.64324, 1.33017, -0.21944], [-1.57722, 0.88382, -1.36889], [-0.56609, 0.36278, -1.93046], [-2.52054, 1.03646, -1.96640]],
  "atomic_forces_ev_per_a": [[-0.2, -0.2, -0.5], [1.5, 1.3, 0.4], [-0.2, -0.7, -0.3], [-0.3, -0.2, 0.0], [0.5, -0.3, 0.5], [-0.8, -0.2, -0.1], [-0.2, 0.1, 0.1], [-0.1, 0.1, 0.7], [0.5, 0.4, -0.7], [-1.0, 0.1, 0.1], [0.3, -0.4, -0.3]]
}

=====

No. 2
{
  "formula": "C2H6NS",
  "method": "ωB97M-V/def2-TZVPD",
  "e_tot_ha": -532.74265,
  "multiplicity": 1,
  "homo_energy_ha": -0.097,
  "gap_ev": 6.46,
  "relative_energy_kcal_mol": 17.89,
  "total_charge": -1,
  "max_force_ev_per_a": 2.02,
  "species": ["S", "H", "C", "C", "N", "H", "H", "H", "H", "H"],
  "xyz": [[1.69277, -0.02260, 3.17702], [2.42278, -0.22573, 2.06694], [-0.02100, -0.76123, -1.49750], [-0.87067, -0.07751, -0.72803], [-0.53546, 0.92000, 0.21811], [1.00705, -0.88447, -1.18192], [-0.31992, -1.04557, -2.49649], [-1.88289, 0.06546, -1.10115], [-1.40460, 1.38508, 0.44811], [-0.08807, 0.64657, 1.09491]],
  "atomic_forces_ev_per_a": [[-0.2, 0.0, -0.2], [0.0, 0.0, 0.0], [0.1, -0.1, 0.5], [0.5, 1.6, -1.1], [-1.0, -0.7, 0.4], [0.1, 0.1, -0.2], [-0.1, -0.7, 0.2], [-0.1, -0.2, 0.0], [0.2, 0.1, 0.4], [0.5, -0.2, 0.0]]
}

=====

No. 3
{
  "formula": "C4H2ClNO2",
  "method": "ωB97M-V/def2-TZVPD",
  "e_tot_ha": -818.84099,
  "multiplicity": 3,
  "s2": 2.019,
  "homo_energy_ha": [-0.220, -0.435],
  "gap_ev": [5.84, 8.68],
  "relative_energy_kcal_mol": 21.37,
  "max_force_ev_per_a": 6.95,
  "species": ["C", "C", "C", "C", "N", "O", "O", "Cl", "H", "H"],
  "xyz": [[1.66461, 1.14020, -0.48563], [1.59577, -1.19509, 0.00375], [1.06637, -0.12059, -0.53722], [-2.02634, -0.08318, 0.63056], [2.09528, 2.19428, -0.33890], [1.98540, -2.20499, 0.33486], [-1.43537, -0.88324, 0.03419], [-2.75299, 1.34445, -0.35436], [0.18611, -0.35390, -1.01975], [-2.37885, 0.16207, 1.73251]],
  "atomic_forces_ev_per_a": [[-0.7, -0.4, 0.0], [1.4, 3.4, 0.5], [-0.3, 1.5, -0.9], [-2.2, 2.8, 0.7], [0.6, 1.1, 0.0], [1.7, -6.4, 2.0], [0.1, -1.2, 0.8], [0.4, -0.7, 0.7], [-2.2, 1.1, -1.9], [1.1, -1.1, -1.9]]
}

=====

No. 4
{
  "formula": "C26H21AuClN4O3",
  "method": "ωB97M-V/def2-TZVPD",
  "e_tot_ha": -2043.72497,
  "multiplicity": 1,
  "homo_energy_ha": [-0.390, -0.390],
  "gap_ev": [5.31, 5.10],
  "total_charge": 1,
  "max_force_ev_per_a": 0.89,
  "species": ["Au", "C", "C", "C", "C", "C", "C", "N", "C", "C", "C", "C", "C", "C", "N", "N", "C", "C", "C", "C", "C", "N", "H", "H", "H", "H", "H", "H", "H", "H", "H", "H", "H", "H", "H", "C", "C", "C", "C", "Cl", "C", "C", "C", "O", "C", "C", "O", "O", "H", "H", "H", "H", "H", "H", "H", "H"],
  "xyz": [[1.38749, 0.24204, -0.94960], [0.97887, 0.61307, 4.64248], [-0.06931, 0.46903, 3.74627], [0.10315, 0.76969, 2.40334], [1.33779, 1.22685, 1.96323], [2.40067, 1.36289, 2.85758], [2.21678, 1.05919, 4.19411], [1.54988, 1.53694, 0.59126], [2.12004, 2.68335, 0.18124], [2.24606, 3.84861, 0.99121], [2.80631, 4.97043, 0.46565], [3.28860, 5.03457, -0.87712], [3.17443, 3.95775, -1.69124], [2.59953, 2.77210, -1.16760], [2.40253, 1.64982, -1.90347], [2.66925, 1.53760, -3.14090], [2.24768, 0.33946, -3.67686], [2.44003, 0.09338, -5.02527], [2.07262, -1.13858, -5.53758], [1.54110, -2.09611, -4.68999], [1.35471, -1.79269, -3.35265], [1.68533, -0.59459, -2.85679], [0.83759, 0.37275, 5.68740], [-1.03646, 0.12167, 4.08323], [-0.71876, 0.65597, 1.71419], [3.37165, 1.68073, 2.49850], [3.04427, 1.15676, 4.88364], [1.85805, 3.83842, 1.99835], [2.87590, 5.85463, 1.08551], [3.73193, 5.95017, -1.24090], [3.51093, 3.96752, -2.71742], [2.88196, 0.86863, -5.63290], [2.21406, -1.35189, -6.58817], [1.26168, -3.07585, -5.04765], [0.92179, -2.48469, -2.64428], [-3.11383, -1.89492, -1.09321], [-3.88437, -2.05256, 0.18890], [-5.25729, -2.27390, 0.14842], [-6.00420, -2.34779, 1.31143], [-7.71462, -2.61644, 1.20962], [-5.40537, -2.19748, 2.55024], [-4.03763, -1.99349, 2.60643], [-3.28647, -1.93245, 1.44360], [-1.93096, -1.68689, 1.60438], [-1.04541, -2.64711, 1.07719], [-0.12158, -2.14304, -0.01837], [0.52017, -2.92386, -0.68434], [-0.04503, -0.83095, -0.09578], [-3.79922, -1.72825, -1.92208], [-2.52259, -2.78135, -1.33514], [-2.43674, -1.04222, -1.03377], [-5.75478, -2.36968, -0.80788], [-5.99773, -2.24830, 3.45251], [-3.53340, -1.88771, 3.55772], [-1.56586, -3.53379, 0.71442], [-0.37125, -2.96742, 1.87890]],
  "atomic_forces_ev_per_a": [[0.0, 0.0, -0.9], [0.0, 0.0, 0.0], [0.0, 0.0, 0.0], [-0.1, 0.2, 0.0], [0.1, 0.0, 0.0], [0.1, -0.2, 0.0], [0.0, 0.0, 0.0], [-0.3, -0.1, -0.1], [0.1, -0.1, -0.1], [0.0, -0.1, 0.0], [0.0, 0.0, -0.1], [0.0, 0.0, 0.1], [0.0, 0.0, 0.0], [-0.1, 0.0, 0.1], [0.1, 0.2, 0.2], [-0.1, 0.2, 0.2], [0.2, -0.3, 0.0], [0.0, 0.1, 0.1], [0.0, 0.0, 0.0], [0.0, 0.0, 0.0], [-0.2, 0.1, 0.1], [-0.2, 0.0, 0.1], [0.0, 0.0, 0.0], [0.0, 0.0, 0.0], [0.0, 0.0, -0.1], [0.0, 0.0, 0.0], [0.0, 0.0, 0.0], [0.0, 0.0, 0.0], [0.0, 0.0, 0.0], [0.0, 0.0, 0.0], [0.0, 0.0, 0.0], [0.0, 0.0, 0.0], [0.0, 0.0, 0.0], [0.0, 0.0, 0.0], [0.0, 0.0, 0.0], [0.0, 0.0, 0.0], [0.0, 0.0, 0.0], [0.0, 0.0, 0.0], [0.0, 0.0, 0.0], [0.0, 0.0, 0.0], [0.0, 0.0, 0.0], [0.0, 0.0, 0.0], [0.0, 0.0, 0.1], [0.0, 0.1, -0.2], [-0.1, 0.0, 0.1], [0.1, 0.1, 0.0], [0.2, 0.0, -0.1], [0.1, -0.1, 0.5], [0.0, 0.0, 0.0], [0.0, 0.0, 0.0], [0.0, 0.0, 0.0], [0.0, 0.0, 0.0], [0.0, 0.0, 0.0], [0.0, 0.0, 0.0], [0.0, 0.0, 0.0], [0.0, 0.0, 0.0]]
}

=====

No. 5
{
  "formula": "C13H16F3N2PPbS2",
  "method": "ωB97M-V/def2-TZVPD",
  "e_tot_ha": -2243.35578,
  "multiplicity": 1,
  "homo_energy_ha": -0.473,
  "gap_ev": 1.99,
  "total_charge": 2,
  "max_force_ev_per_a": 7.73,
  "species": ["C", "C", "C", "F", "C", "C", "C", "C", "F", "C", "C", "C", "F", "C", "P", "S", "C", "N", "S", "N", "C", "H", "H", "H", "H", "H", "H", "H", "H", "H", "H", "H", "H", "H", "H", "H", "H", "Pb"],
  "xyz": [[2.19594, -1.80760, 1.20902], [3.37412, -0.78084, 0.63071], [2.82828, 0.74468, 0.35284], [3.51539, 1.80282, 1.12840], [1.17083, 0.73248, 0.57691], [0.10719, 0.25757, -0.62352], [0.81327, -0.24704, -2.02582], [1.03979, 1.12700, -2.93500], [0.06354, -1.31345, -2.73974], [-1.54640, 0.30799, -0.37720], [-2.61854, -0.10692, -1.56296], [-2.86636, -1.72484, -1.42344], [-3.85102, 0.71418, -1.59002], [-2.03405, 0.80490, 1.14311], [-3.90196, 0.88558, 1.67357], [-4.19016, 0.13555, 3.48542], [-0.95998, 1.26382, 2.33132], [-1.21000, 1.75231, 3.74382], [0.30102, 2.16783, 4.59143], [1.39976, 1.71921, 3.28126], [0.65500, 1.24891, 2.05150], [1.78447, -1.42696, 2.23758], [2.73284, -2.84919, 1.43042], [1.36328, -2.04793, 0.41154], [4.27510, -0.75142, 1.39014], [3.72943, -1.27132, -0.39380], [2.97958, 1.02587, -0.79764], [1.91196, -0.68408, -1.86019], [1.96138, 0.88525, -3.64150], [1.43976, 1.95861, -2.18290], [0.07093, 1.44344, -3.51006], [-2.06397, 0.10177, -2.59931], [-1.88932, -2.16057, -0.89494], [-3.76478, -2.01736, -0.73217], [-2.88990, -2.20803, -2.49316], [-4.27731, 2.29332, 1.78397], [-4.77455, 0.15690, 0.77075], [3.12545, -2.13245, -1.84034]],
  "atomic_forces_ev_per_a": [[1.7, -1.2, -0.2], [-1.2, 0.5, 2.3], [-1.3, 0.9, -1.3], [-1.9, -3.4, -1.9], [-2.0, 0.6, 0.3], [0.5, 0.5, 3.4], [-3.1, 2.5, 0.1], [1.8, -0.9, 0.4], [2.1, 2.3, 1.8], [1.4, 1.8, 4.1], [1.0, -0.3, -0.4], [0.9, 0.0, 0.1], [3.0, -2.0, 0.6], [2.9, -0.3, -2.3], [-0.3, -0.3, 2.1], [0.5, 0.2, -1.2], [2.2, 0.6, 1.4], [2.2, -0.9, -3.5], [-1.4, -2.9, -7.1], [-3.1, -0.9, -2.5], [-2.1, 0.4, 1.5], [0.5, -0.6, -2.3], [-1.0, 2.1, -0.4], [1.1, 0.8, 1.6], [-1.5, -0.2, -1.9], [1.2, 1.9, 2.9], [0.0, -0.4, 2.6], [-1.7, 1.3, 0.1], [-2.2, 0.7, 0.9], [-1.2, -1.7, -1.6], [1.9, -0.7, 1.2], [-1.4, -0.3, 2.3], [-2.1, 1.0, -1.1], [1.6, 0.7, -1.6], [-0.4, 1.0, 2.2], [0.5, -1.0, -1.0], [1.1, 1.0, -0.1], [-0.1, -2.7, -1.8]]
}

=====

No. 6
{
  "formula": "C3H6N2O2",
  "method": "ωB97M-V/def2-TZVPD",
  "e_tot_ha": -377.80373,
  "multiplicity": 1,
  "homo_energy_ha": -0.313,
  "gap_ev": 8.98,
  "relative_energy_kcal_mol": 97.65,
  "max_force_ev_per_a": 5.84,
  "species": ["C", "C", "C", "N", "N", "O", "O", "H", "H", "H", "H", "H", "H"],
  "xyz": [[1.76460, -0.29667, -0.11397], [0.43564, -0.86515, -0.26130], [-0.46018, 0.41211, 0.02383], [1.79983, 0.98185, -0.01918], [0.52414, 1.45809, -0.17697], [-1.41218, 0.56439, -0.96940], [-1.03198, 0.18506, 1.26353], [2.71264, -0.90143, 0.05549], [0.33543, -1.35661, -1.19027], [0.05839, -1.56551, 0.37892], [0.30414, 2.71462, 0.07374], [-2.24099, 0.18982, -0.79826], [-1.75748, 0.81246, 1.25351]],
  "atomic_forces_ev_per_a": [[2.7, -0.5, 1.5], [-0.5, 2.4, -0.3], [1.5, -1.9, -2.2], [0.1, -0.2, 0.0], [-1.4, 4.8, 1.1], [0.9, 1.9, -1.0], [-0.3, 0.8, 0.0], [-1.3, 1.0, -0.5], [-0.5, 0.2, -1.6], [-0.2, -2.0, 2.3], [1.0, -5.7, -0.8], [-1.7, -1.2, 0.8], [-0.4, 0.3, 0.8]]
}